DFT (ωB97M-V with the def2-TZVPD basis set) results for a cluster of 2 separate species, C4H13NO2 in total at a distorted geometry.

Structure (XYZ):
```
20
Properties=species:S:1:pos:R:3
C 1.73 2.48 -0.27
C 0.51 1.70 -0.77
C 0.77 0.21 -1.11
C -0.50 -0.61 -1.23
O -0.89 -1.14 0.04
N -0.69 1.93 0.03
H 2.32 1.99 0.50
H 1.39 3.43 0.09
H 2.38 2.74 -1.10
H 0.34 2.13 -1.77
H 1.32 0.17 -2.04
H 1.39 -0.27 -0.34
H -1.28 0.04 -1.64
H -0.30 -1.43 -1.90
H -1.81 -1.38 -0.12
H -0.58 1.54 0.94
H -1.44 2.33 -0.51
H -1.81 -5.67 3.14
H -1.09 -5.27 4.32
O -1.77 -4.91 3.74
```

Output
Energy   -365.39543 Ha
Energy relative to the best compared isomer or geometry (same formula, charge and spin)   1.281 eV
M   107.2 g/mol
Orbital gap   9.5 eV
2S+1   1
Total charge   0